# 1
This record from OMol25 describes C31H27BNO2P2PbSbSe4 as an isolated structure in a non-equilibrium geometry. The level of theory is the ωB97M-V functional and the def2-TZVPD basis.

Structure (XYZ):
```
70
C31H27BNO2P2PbSbSe4 the ωB97M-V functional and the def2-TZVPD basis
Pb -0.71 -0.19 -0.11
C 1.69 2.76 2.99
N 1.17 1.89 1.94
P 0.41 0.41 2.33
C -0.36 0.79 3.94
C 0.15 0.27 5.13
C -0.35 0.72 6.34
C -1.35 1.68 6.37
C -1.88 2.17 5.18
C -1.39 1.72 3.97
C 1.67 -0.82 2.79
C 1.26 -2.15 2.68
C 2.12 -3.18 3.00
C 3.39 -2.89 3.47
C 3.80 -1.57 3.60
C 2.95 -0.54 3.25
P 0.45 2.60 0.52
C 0.05 4.31 1.05
C 0.97 5.35 1.00
C 0.58 6.63 1.36
C -0.72 6.87 1.77
C -1.64 5.84 1.81
C -1.25 4.56 1.45
C 1.90 2.91 -0.55
C 3.23 2.67 -0.23
C 4.21 2.84 -1.19
C 3.86 3.24 -2.47
C 2.54 3.48 -2.80
C 1.56 3.32 -1.84
H 2.05 2.15 3.81
H 0.93 3.44 3.39
H 2.51 3.35 2.59
H 0.93 -0.48 5.11
H 0.05 0.32 7.26
H -1.71 2.05 7.32
H -2.67 2.90 5.20
H -1.80 2.09 3.04
H 0.26 -2.37 2.34
H 1.80 -4.20 2.89
H 4.07 -3.69 3.73
H 4.78 -1.34 3.98
H 3.28 0.49 3.34
H 1.98 5.17 0.67
H 1.29 7.44 1.31
H -1.02 7.87 2.03
H -2.66 6.02 2.11
H -1.98 3.75 1.44
H 3.49 2.34 0.76
H 5.24 2.65 -0.94
H 4.63 3.35 -3.23
H 2.27 3.79 -3.80
H 0.52 3.49 -2.08
O 2.24 -0.31 -2.08
B 1.52 -0.19 -0.93
O 2.35 -0.18 0.17
C 3.62 -0.29 -0.31
C 4.82 -0.32 0.36
C 5.97 -0.45 -0.42
C 5.90 -0.55 -1.80
C 4.69 -0.50 -2.48
C 3.55 -0.37 -1.71
H 4.86 -0.26 1.43
H 6.93 -0.48 0.07
H 6.81 -0.66 -2.37
H 4.64 -0.58 -3.55
Se -4.66 -1.43 2.51
Sb -3.87 -1.32 0.24
Se -1.51 -2.62 0.25
Se -2.84 1.26 -0.03
Se -4.94 -1.75 -1.86
```

Computed properties:
frontier orbital gap: 6.19 eV
ΔE to the lowest compared entry with this formula, charge and spin: 1.104 eV
E_HOMO: -7.33 eV
DFT total energy: -12149.2501 a.u.


# 2
This record from OMol25 describes C4Si as an isolated structure in a non-equilibrium geometry. The level of theory is the ωB97M-V functional and the def2-TZVPD basis.

Structure (XYZ):
```
5
C4Si the ωB97M-V functional and the def2-TZVPD basis
C 0.38 -0.98 1.45
C 0.69 -1.52 2.47
C -1.21 1.80 -1.34
C -0.28 1.03 -1.76
Si 0.43 -0.33 -0.82
```

Computed properties:
frontier orbital gap (spin up / spin down): 6.93 / 6.79 eV
ΔE to the lowest compared entry with this formula, charge and spin: 0.038 eV
E_HOMO (spin up / spin down): -10.19 / -10.51 eV
DFT total energy: -441.4618 a.u.


# 3
This record from OMol25 describes the molecule C3H4OS in a non-equilibrium geometry. The level of theory is the ωB97M-V functional and the def2-TZVPD basis.

Structure (XYZ):
```
9
C3H4OS the ωB97M-V functional and the def2-TZVPD basis
C -0.99 0.91 -0.41
C -0.30 -0.56 -0.42
C 0.74 -0.37 0.59
O -1.09 1.60 0.56
S -0.37 -1.98 -1.26
H -1.10 1.21 -1.46
H 0.44 0.27 1.42
H 1.41 0.20 0.01
H 1.26 -1.27 0.97
```

Computed properties:
frontier orbital gap (spin up / spin down): 8.12 / 7.37 eV
ΔE to the lowest compared entry with this formula, charge and spin: 0.517 eV
E_HOMO (spin up / spin down): -7.26 / -10.13 eV
DFT total energy: -590.0015 a.u.
expectation value of S²: 2.01
2S+1: 3


# 4
This record from OMol25 describes C10H19HgNO3 as an isolated structure in a non-equilibrium geometry. The level of theory is the ωB97M-V functional and the def2-TZVPD basis.

Structure (XYZ):
```
34
C10H19HgNO3 the ωB97M-V functional and the def2-TZVPD basis
C 0.77 -2.21 0.93
C 0.94 -1.97 -0.61
C 0.80 -0.44 -0.88
N 2.02 0.22 -1.22
C 2.75 0.57 -0.22
C 2.43 1.78 0.70
C 4.04 -0.24 0.03
O -0.15 -0.23 -2.03
C -0.94 0.71 -1.60
O -0.47 1.89 -1.57
C -2.36 0.29 -1.15
C -2.68 0.39 0.43
C -4.16 -0.07 0.57
O -2.48 1.76 0.90
H -0.18 -1.83 1.33
H 1.60 -1.68 1.43
H 0.90 -3.29 1.09
H 0.07 -2.45 -1.09
H 1.89 -2.39 -0.97
H 0.36 0.04 0.03
H 2.13 2.65 0.09
H 1.62 1.51 1.41
H 3.33 2.06 1.26
H 3.83 -0.93 0.87
H 4.86 0.46 0.29
H 4.25 -0.82 -0.88
H -3.09 0.90 -1.70
H -2.47 -0.78 -1.38
H -2.03 -0.28 1.01
H -4.15 -1.17 0.53
H -4.65 0.32 1.48
H -4.68 0.24 -0.35
H -3.33 2.16 1.17
Hg -0.78 2.85 0.10
```

Computed properties:
frontier orbital gap: 3.92 eV
E_HOMO: -14.99 eV
DFT total energy: -825.4945 a.u.
total charge: +2


# 5
This record from OMol25 describes C39H79AgN11O15 as an isolated structure in a non-equilibrium geometry. The level of theory is the ωB97M-V functional and the def2-TZVPD basis.

Structure (XYZ):
```
145
C39H79AgN11O15 the ωB97M-V functional and the def2-TZVPD basis
Ag 5.94 -22.99 3.32
C 2.87 -21.86 6.29
C 3.70 -21.82 5.22
C 4.56 -20.53 4.90
O 5.47 -20.72 3.97
C 4.44 -19.42 5.62
C 3.49 -19.37 6.68
C 2.64 -20.69 7.06
O 1.82 -20.64 7.96
O 3.26 -18.31 7.29
O 3.85 -22.81 4.41
H 2.32 -22.76 6.55
H 5.09 -18.52 5.45
C 3.49 -23.45 0.64
O 4.26 -24.33 1.02
N 3.85 -22.15 0.34
C 2.94 -21.07 0.05
C 5.22 -21.75 0.51
H 2.38 -23.48 0.61
H 1.98 -21.43 -0.29
H 3.40 -20.60 -0.77
H 2.74 -20.42 0.91
H 5.46 -20.97 -0.25
H 5.29 -21.26 1.49
H 5.88 -22.59 0.53
C 7.29 -24.61 5.41
O 7.57 -23.41 5.46
N 6.83 -25.36 6.45
C 6.73 -26.79 6.34
C 6.82 -24.84 7.81
H 7.39 -25.12 4.45
H 7.48 -27.35 6.98
H 6.91 -26.93 5.22
H 5.74 -27.13 6.62
H 5.81 -24.93 8.22
H 7.48 -25.39 8.46
H 7.00 -23.73 7.80
C 6.71 -25.43 1.38
O 7.11 -24.40 1.95
N 7.30 -26.06 0.34
C 6.75 -27.26 -0.23
C 8.64 -25.68 -0.21
H 5.80 -25.92 1.72
H 7.07 -28.18 0.24
H 6.95 -27.24 -1.33
H 5.67 -27.07 -0.16
H 9.18 -26.60 -0.39
H 8.52 -25.07 -1.14
H 9.18 -25.11 0.56
C 8.13 -21.75 8.64
O 7.81 -22.48 9.55
N 7.29 -21.31 7.63
C 7.81 -20.29 6.69
C 5.87 -21.66 7.64
H 9.21 -21.37 8.40
H 8.84 -20.15 6.76
H 7.27 -19.35 6.90
H 7.51 -20.65 5.69
H 5.64 -22.26 8.50
H 5.23 -20.82 7.80
H 5.62 -22.30 6.80
C 7.53 -25.33 -3.72
O 7.13 -26.42 -3.32
N 7.15 -24.12 -3.29
C 7.65 -22.92 -3.89
C 6.21 -23.97 -2.19
H 8.36 -25.30 -4.45
H 6.91 -22.51 -4.55
H 8.53 -23.20 -4.42
H 7.97 -22.21 -3.08
H 6.22 -24.91 -1.63
H 6.65 -23.22 -1.58
H 5.18 -23.87 -2.59
C 1.14 -18.37 2.74
O 0.73 -18.13 1.62
N 0.29 -18.48 3.76
C 0.79 -18.81 5.08
C -1.15 -18.26 3.61
H 2.15 -18.55 3.06
H 1.83 -18.76 5.08
H 0.56 -19.85 5.29
H 0.36 -18.18 5.86
H -1.61 -18.69 4.48
H -1.38 -17.21 3.47
H -1.57 -18.69 2.65
C 4.02 -26.03 4.35
O 4.99 -26.10 3.63
N 2.94 -26.84 4.26
C 1.92 -26.77 5.22
C 2.75 -27.80 3.21
H 3.86 -25.26 5.15
H 2.23 -26.13 6.04
H 1.73 -27.78 5.60
H 0.91 -26.42 4.85
H 2.95 -28.81 3.49
H 1.70 -27.82 2.87
H 3.30 -27.52 2.37
C 11.40 -27.23 2.23
O 12.36 -26.60 1.94
N 10.24 -26.76 2.83
C 9.11 -27.71 2.91
C 10.21 -25.41 3.32
H 11.36 -28.34 2.01
H 8.31 -27.41 3.59
H 9.45 -28.67 3.18
H 8.65 -27.95 1.96
H 9.74 -24.78 2.62
H 9.69 -25.32 4.26
H 11.26 -25.04 3.42
C 0.02 -25.01 2.76
O -0.39 -25.96 2.12
N -0.64 -24.30 3.73
C 0.02 -23.18 4.36
C -1.96 -24.82 4.20
H 1.03 -24.57 2.63
H 0.21 -23.34 5.45
H -0.55 -22.21 4.36
H 0.90 -23.03 3.76
H -1.94 -24.81 5.30
H -2.89 -24.25 3.82
H -2.06 -25.84 3.90
C 9.38 -19.75 0.37
O 9.34 -19.41 -0.79
N 8.96 -20.94 0.83
C 8.75 -21.20 2.24
C 8.78 -22.07 -0.09
H 9.62 -19.07 1.13
H 8.88 -20.31 2.84
H 9.39 -21.97 2.70
H 7.71 -21.48 2.47
H 8.46 -22.92 0.50
H 8.05 -21.73 -0.82
H 9.68 -22.29 -0.61
C 3.46 -24.43 8.74
O 3.57 -25.53 8.18
N 4.14 -24.05 9.86
C 3.89 -22.70 10.37
C 5.05 -24.84 10.65
H 2.86 -23.60 8.36
H 3.33 -22.11 9.64
H 4.81 -22.20 10.68
H 3.28 -22.68 11.25
H 4.83 -24.72 11.71
H 4.92 -25.84 10.30
H 6.03 -24.51 10.43
```

Computed properties:
frontier orbital gap: 6.83 eV
E_HOMO: -4.82 eV
DFT total energy: -3411.3690 a.u.
total charge: -1


# 6
This record from OMol25 describes a 2-piece molecular cluster, C3H6N2O2 overall in a non-equilibrium geometry. The level of theory is the ωB97M-V functional and the def2-TZVPD basis.

Structure (XYZ):
```
13
C3H6N2O2 the ωB97M-V functional and the def2-TZVPD basis
C 0.78 0.84 1.00
C -3.15 0.21 -0.07
C 1.86 -0.30 -0.79
N -2.63 -0.85 -0.17
N 0.83 -0.20 0.25
O 0.05 -1.18 0.32
O -3.80 1.17 -0.05
H 1.49 1.63 0.88
H 2.72 0.32 -0.56
H 1.42 0.01 -1.74
H 2.15 -1.35 -0.87
H -1.71 -1.20 0.04
H 0.01 0.91 1.75
```

Computed properties:
frontier orbital gap (spin up / spin down): 7.30 / 8.34 eV
ΔE to the lowest compared entry with this formula, charge and spin: 1.494 eV
E_HOMO (spin up / spin down): -6.61 / -10.57 eV
DFT total energy: -377.7181 a.u.
expectation value of S²: 2.01
2S+1: 3


# 7
This record from OMol25 describes C5H12N2O as an isolated structure in a non-equilibrium geometry. The level of theory is the ωB97M-V functional and the def2-TZVPD basis.

Structure (XYZ):
```
20
C5H12N2O the ωB97M-V functional and the def2-TZVPD basis
C -1.37 -1.59 -1.27
C -0.21 2.01 -0.30
C -0.34 0.62 0.23
C -1.19 0.27 1.21
O -0.53 -0.42 -1.32
H -1.03 -2.26 -0.47
H -2.38 -1.26 -1.06
H -1.31 -2.09 -2.23
H 0.56 2.08 -1.07
H -1.14 2.34 -0.75
H 0.07 2.69 0.51
H -1.71 1.04 1.77
H -1.37 -0.75 1.51
N 1.60 -1.12 1.24
C 1.52 -0.10 0.32
N 2.62 0.45 -0.06
H 2.50 -1.22 1.70
H 0.80 -1.24 1.84
H 2.46 1.18 -0.76
H 0.45 -0.63 -1.04
```

Computed properties:
frontier orbital gap: 8.47 eV
ΔE to the lowest compared entry with this formula, charge and spin: 5.593 eV
E_HOMO: -7.63 eV
DFT total energy: -382.2970 a.u.


> Which formula does entry 1 have?

C31H27BNO2P2PbSbSe4